<P>
Formula: C4H3NO2
Source: the Open Molecules 2025 dataset
Level of theory: ωB97M-V/def2-TZVPD

## Properties
LUMO: -0.0333 Ha
Frontier orbital gap: 0.3352 Ha
Charge: 0

Geometry (Å):
C: -0.7496 -1.1729 -0.0363
C: 0.7127 -0.9057 -0.2786
C: 1.4283 0.3485 -0.3719
C: 1.5651 1.6531 0.1286
H: -2.3763 1.1870 0.2927
H: -0.9823 -2.1770 0.5725
H: 2.0410 2.5796 0.3016
N: -1.6912 -0.4076 0.0158
O: -1.3246 0.8423 -0.4631
O: 1.3770 -1.9474 -0.1613

<Q>
Formula: C4H3NO2
Source: the Open Molecules 2025 dataset
Level of theory: ωB97M-V/def2-TZVPD

## Properties
LUMO: 0.0263 Ha
Frontier orbital gap: 0.3257 Ha
Charge: 0
SMILES: c1[nH]cc2ooc12

Geometry (Å):
C: 1.1018 -0.1612 -0.4489
C: -1.0425 0.6579 -0.5042
C: 0.5868 -0.4807 0.8225
C: -0.7553 -0.2147 0.8888
N: 0.0711 0.3903 -1.1313
O: 0.7043 -0.8963 2.1352
O: -0.7115 -0.4694 2.3388
H: 1.9953 -0.3191 -0.9559
H: -1.9169 0.7877 -1.0409
H: -0.0331 0.7054 -2.1041

Referenced to the most stable arrangement, the calculated values in eV are <P> 1.223; <Q> 0.000.

<P>
Formula: CH4NO3P
Source: the Open Molecules 2025 dataset
Level of theory: ωB97M-V/def2-TZVPD

## Properties
LUMO: 0.0044 Ha
Frontier orbital gap: 0.4032 Ha
Charge: 0
SMILES: NP(=O)=O.C=O

Geometry (Å):
C: 1.9397 0.0820 0.0157
N: -1.5217 -0.3260 -0.8614
O: -0.9871 -1.0956 1.6978
O: -1.1966 1.4282 1.0258
O: 1.2981 -0.0227 -0.9808
P: -1.1658 -0.0305 0.7487
H: 2.6771 0.8327 0.2954
H: 1.8889 -0.6611 0.7443
H: -2.0334 0.4981 -1.1330
H: -0.8991 -0.7052 -1.5525

<Q>
Formula: CH4NO3P
Source: the Open Molecules 2025 dataset
Level of theory: ωB97M-V/def2-TZVPD

## Properties
LUMO: -0.0268 Ha
Frontier orbital gap: 0.3801 Ha
Charge: 0
SMILES: [H]/N=C/P(=O)=O.O

Geometry (Å):
C: 0.4568 -0.7064 1.1829
N: -0.0424 -1.8078 0.8528
O: -0.7491 1.8245 0.8042
O: 0.2851 0.6685 -2.7924
O: -2.0421 0.0957 2.2041
P: -0.8811 0.5362 1.4735
H: 1.4603 -0.4905 1.1506
H: 0.3444 1.3216 -2.0424
H: 0.6186 1.1518 -3.5645
H: 0.5495 -2.5937 0.7312

Referenced to the most stable arrangement, the calculated values in eV are <P> 0.000; <Q> 0.691.

<P>
Formula: C5H12N2
Source: the Open Molecules 2025 dataset
Level of theory: ωB97M-V/def2-TZVPD

## Properties
LUMO: -0.1016 Ha
Frontier orbital gap: 0.1995 Ha
Charge: 0

Geometry (Å):
C: 1.7910 0.4989 0.7930
C: 0.9934 1.2093 -0.3665
C: -0.6526 0.9164 -0.4190
C: -1.0267 -0.4666 -0.7304
C: -0.8855 -1.2436 0.5474
N: -1.1410 -0.4767 1.6818
N: -0.0321 -0.8625 -1.7769
H: 2.7752 0.8894 0.6449
H: 1.9363 -0.5966 0.8060
H: 1.4495 0.8095 1.8131
H: 1.4638 0.7869 -1.2505
H: 1.1291 2.3543 -0.4837
H: -1.1144 1.2898 0.4899
H: -0.9061 1.4360 -1.4237
H: 0.1789 -1.5345 0.4523
H: -1.3591 -2.2198 0.3764
H: -2.0805 -0.6875 2.1180
H: -2.0793 -0.4505 -1.1437
H: -0.4400 -1.6522 -2.1284

<Q>
Formula: C5H12N2
Source: the Open Molecules 2025 dataset
Level of theory: ωB97M-V/def2-TZVPD

## Properties
LUMO: 0.0364 Ha
Frontier orbital gap: 0.3191 Ha
Charge: 0
SMILES: C=CNC.C=NC

Geometry (Å):
C: 2.7419 0.1954 -1.0894
C: 0.9418 1.3329 -1.9756
N: 1.3107 0.4435 -1.1591
H: 3.1254 0.3303 -0.0773
H: 3.3419 0.8142 -1.7650
H: 2.8981 -0.8532 -1.3415
H: -0.1172 1.3823 -2.2230
H: 1.5920 2.0870 -2.4259
C: -1.3173 0.1315 2.9876
C: -1.0806 -0.0184 1.6862
N: -2.0020 -0.5053 0.7624
C: -1.5251 -1.1302 -0.4523
H: -2.2849 -0.1215 3.4018
H: -0.5563 0.4951 3.6581
H: -0.1845 0.2787 1.1482
H: -2.7527 -1.0118 1.2009
H: -2.3355 -1.4190 -1.1135
H: -0.8897 -0.4175 -0.9776
H: -0.9060 -2.0139 -0.2450

<R>
Formula: C5H12N2
Source: the Open Molecules 2025 dataset
Level of theory: ωB97M-V/def2-TZVPD

## Properties
LUMO: 0.0365 Ha
Frontier orbital gap: 0.3445 Ha
Charge: 0
SMILES: CCCC/N=C\N

Geometry (Å):
C: 1.1494 -1.9329 0.7824
C: 1.6832 -0.5176 1.0929
C: 0.9704 0.5710 0.2847
C: -0.5504 0.6396 0.4290
N: -1.9185 0.5015 -2.0464
C: -1.8285 1.6460 -1.3059
N: -1.0320 1.7965 -0.3148
H: 1.4281 -2.3246 -0.1979
H: 0.0993 -2.0192 1.0042
H: 1.7170 -2.6213 1.4335
H: 2.7741 -0.5248 1.0643
H: 1.4137 -0.3768 2.1528
H: 1.2798 1.5565 0.6130
H: 1.1766 0.5284 -0.7901
H: -1.0502 -0.3381 0.3388
H: -0.8147 0.9229 1.4674
H: -1.2832 -0.1971 -1.6893
H: -2.4979 0.4215 -2.8551
H: -2.7161 2.2685 -1.4634

<S>
Formula: C5H12N2
Source: the Open Molecules 2025 dataset
Level of theory: ωB97M-V/def2-TZVPD

## Properties
LUMO: 0.0363 Ha
Frontier orbital gap: 0.3445 Ha
Charge: 0
SMILES: C=CCCNCN

Geometry (Å):
C: 0.2356 -0.3109 0.3029
C: -0.1575 0.7501 1.2917
C: 0.5076 0.5526 2.4834
C: 0.5817 -0.6777 3.0860
N: 0.3961 0.0265 -1.0593
C: -0.8024 -0.0597 -1.9563
N: -0.5743 -0.0760 -3.4113
H: 1.2263 -0.7695 0.6162
H: -0.3224 -1.3376 0.4336
H: -1.1944 0.7505 1.3710
H: 0.2452 1.5919 0.7439
H: 1.1459 1.3729 2.8328
H: 1.3768 -0.6040 3.8997
H: 0.2431 -1.6109 2.7654
H: 1.2627 -0.3000 -1.5263
H: -1.5906 -0.7890 -1.7519
H: -1.2034 0.8471 -1.5500
H: -0.9281 -0.9910 -3.7941
H: -1.2042 0.6594 -3.9919

Referenced to the most stable arrangement, the calculated values in eV are <P> 6.175; <Q> 0.857; <R> 0.000; <S> 2.191.

<P>
Formula: C5H12N2
Source: the Open Molecules 2025 dataset
Level of theory: ωB97M-V/def2-TZVPD

## Properties
LUMO: 0.0435 Ha
Frontier orbital gap: 0.3447 Ha
Charge: 0
SMILES: C[C@H](N)C/C=C/N

Geometry (Å):
C: -0.4293 1.6664 -1.5193
C: 0.1535 1.0903 -0.2461
C: 0.7960 -0.3771 -0.5578
C: -0.0233 -1.5040 0.1285
C: -0.9005 -1.3172 1.1537
N: -1.3454 -2.5575 1.7748
N: 1.3884 1.7750 0.3295
H: -0.0055 1.4257 -2.4738
H: -0.3679 2.8376 -1.4918
H: -1.4932 1.4385 -1.6517
H: -0.6481 1.1268 0.5484
H: 1.1243 -0.5812 -1.6460
H: 1.7818 -0.1576 -0.1762
H: 0.1116 -2.4946 -0.1890
H: -1.0601 -0.5094 1.8576
H: -0.8270 -2.8439 2.5673
H: -1.3892 -3.3827 1.1519
H: 0.9598 2.5604 0.6510
H: 2.1740 1.8045 -0.2109

<Q>
Formula: C5H12N2
Source: the Open Molecules 2025 dataset
Level of theory: ωB97M-V/def2-TZVPD

## Properties
LUMO: 0.0397 Ha
Frontier orbital gap: 0.3606 Ha
Charge: 0
SMILES: C=NCC[C@H](C)N

Geometry (Å):
C: 0.8908 -0.0635 2.1462
C: 0.2606 -0.1917 0.7294
C: -0.3060 1.1092 0.2751
C: -0.8416 1.1682 -1.1225
C: -1.1362 -0.9650 -2.1457
N: -1.6443 -0.1243 -1.3572
N: 1.2827 -0.8458 -0.1896
H: 1.3843 -1.0204 2.4180
H: 1.6636 0.6951 2.1713
H: 0.0111 0.0099 2.8078
H: -0.4845 -0.9607 0.9514
H: 0.3588 2.0121 0.4094
H: -1.1447 1.3269 0.9607
H: -0.0683 1.1340 -1.8757
H: -1.5462 1.9720 -1.2728
H: -0.5550 -0.8177 -3.0836
H: -1.2845 -2.0275 -1.8416
H: 0.9498 -1.7952 -0.1162
H: 2.2096 -0.6157 0.1354

Referenced to the most stable arrangement, the calculated values in eV are <P> 0.626; <Q> 0.000.